Computed, not measured: the molecule C3H2N2O2, with ωB97M-V/def2-TZVPD.

The calculation puts the HOMO-LUMO gap at 8.03 eV. As for the SMILES: N=C=C=NC1OO1. Its energy above the lowest of the compared OMol25 structures with the same formula, charge and spin is 6.250 eV. As for the net charge: 0. Its spin multiplicity is 1. Its largest force on an atom is 0.527 eV Å⁻¹.

Each line ends with the Mulliken charge.
Positions of all 9 atoms, in Å:
N  -2.52  -1.22  0.20  -0.538
C  -1.54  -0.46  0.22  0.345
C  -0.80  0.60  0.33  0.282
N  0.19  1.35  0.36  -0.528
C  1.44  0.71  0.04  0.325
O  1.44  -0.45  -0.70  -0.272
O  1.89  0.85  -1.25  -0.265
H  -2.27  -2.18  -0.04  0.297
H  2.17  0.79  0.84  0.353